No. 1
C23H30BrO5V | the ωB97M-V functional and the def2-TZVPD basis

Results
Frontier orbital gap (spin up / spin down) ... 4.53 / 4.74 eV
Total charge ... -1
HOMO energy (spin up / spin down) ... -0.078 / -0.086 hartree
2S+1 ... 2
LUMO (spin up / spin down) ... 2.4 / 2.4 eV

The geometry in XYZ format:
```
60
Properties=species:S:1:pos:R:3:forces:R:3
C -2.48339 1.54024 0.69500 -0.2 1.1 0.7
C -0.95890 1.45935 0.95385 0.2 -0.3 0.1
C -2.75992 0.76096 -0.58597 0.1 -0.2 -0.8
C -1.38044 0.56636 -1.31333 -0.2 1.1 0.0
H -3.41487 1.35121 -1.23408 -0.1 -0.2 0.3
H -3.24972 -0.20223 -0.37016 0.3 0.4 -0.1
C -0.34010 1.39797 -0.45619 -1.0 -0.5 0.0
H -0.75689 0.53731 1.53804 0.0 0.5 -0.4
H -0.60708 2.33982 1.52190 -0.1 -0.6 -0.1
C 1.05171 0.82703 -0.62252 1.4 -1.1 0.3
H -0.31786 2.43612 -0.85622 0.0 -0.5 0.2
H -1.39772 1.06824 -2.29562 -0.3 0.0 0.2
C -1.02952 -0.82352 -1.58917 0.8 -0.1 -0.3
C -3.29537 1.04643 1.87760 1.4 -2.3 1.4
C -3.00004 2.97749 0.58190 -1.1 0.7 -1.8
O -3.90917 3.33576 -0.15843 1.3 -0.5 0.8
O -2.92628 0.11801 2.60263 -0.9 1.6 -1.2
O -4.42779 1.72518 2.09099 0.0 -0.3 0.2
O -2.41061 3.83472 1.42366 0.0 0.0 0.1
C -2.98098 5.14579 1.40033 0.3 0.1 0.3
H -2.46854 5.69282 2.19427 -0.1 0.0 -0.1
H -4.04793 5.09604 1.59499 -0.1 0.0 0.0
H -2.80600 5.61833 0.43639 0.0 0.0 0.0
C -5.12846 1.30300 3.25771 -0.1 -0.2 0.4
H -5.29370 0.22028 3.25149 0.1 0.3 0.0
H -6.07437 1.83135 3.24789 -0.1 0.1 0.0
H -4.55545 1.56327 4.15521 -0.1 -0.1 -0.2
O 1.22460 -0.58056 -0.70422 -4.9 3.3 -1.7
H 1.69857 1.06621 0.21486 0.2 1.1 0.5
H 1.47649 1.30972 -1.51803 -0.1 -0.2 0.1
C -0.49024 -1.14867 -2.92560 -0.2 -0.5 -0.6
C -1.42064 -1.88581 -0.67318 -0.5 -0.8 0.4
H -2.42727 -2.18458 -1.00268 -0.3 -0.5 0.4
H -1.50120 -1.54308 0.36714 0.0 -0.1 -0.1
H -0.80074 -2.79959 -0.68227 -0.1 0.6 -0.3
H 0.06582 -2.10284 -2.98622 -0.4 0.6 0.2
H 0.17299 -0.37512 -3.34090 -0.2 0.0 0.2
H -1.37377 -1.23559 -3.58612 0.2 0.0 -0.4
V 2.60826 -1.64621 -0.66520 4.4 -2.8 2.4
C 4.70375 -1.85433 -2.10759 0.5 0.4 0.9
C 3.86611 -0.79613 -2.57483 0.1 0.9 0.8
C 3.73330 0.16139 -1.51844 1.6 -0.3 -0.4
H 3.50212 -0.65982 -3.58950 -0.1 -0.2 0.4
C 4.42900 -0.33839 -0.37264 0.5 0.2 -1.2
C 5.04417 -1.58846 -0.76315 0.5 1.0 -1.1
H 5.73157 -2.18386 -0.16336 -0.5 0.1 -0.1
H 5.08438 -2.68480 -2.70155 -0.5 0.1 0.3
H 3.36798 1.17975 -1.62455 -0.2 -0.6 0.1
H 4.59747 0.21932 0.54708 -0.2 -0.3 -0.3
C 2.17785 -3.77633 0.58502 -0.4 0.7 0.8
C 3.52997 -3.42815 0.80741 -0.2 0.0 0.6
C 3.55507 -2.16777 1.47242 -0.6 -0.3 0.1
H 4.39270 -4.04873 0.53846 -0.5 0.4 0.1
C 2.21564 -1.68135 1.57851 0.2 -0.6 0.4
C 1.35626 -2.69341 1.03406 0.6 -0.7 0.5
H 0.26859 -2.70566 1.08988 0.6 0.2 -0.3
H 1.81671 -4.74361 0.22578 0.2 0.7 -0.2
H 4.43041 -1.68094 1.90659 -0.3 -0.1 -0.5
H 1.89835 -0.78345 2.11423 0.1 -0.3 -0.4
Br 2.03513 -3.38648 -2.32354 -0.9 -1.1 -1.6
```
Forces are in eV/Å.


No. 2
C2H3F2IS | the ωB97M-V functional and the def2-TZVPD basis

Results
Frontier orbital gap (spin up / spin down) ... 8.41 / 7.01 eV
HOMO energy (spin up / spin down) ... -0.345 / -0.328 hartree
LUMO (spin up / spin down) ... -1.0 / -1.9 eV

The geometry in XYZ format:
```
9
Properties=species:S:1:pos:R:3:forces:R:3
C 2.31802 -0.89151 -0.60907 -1.6 1.0 2.9
C -2.49635 0.83852 0.56617 -0.6 0.4 -1.2
F -2.31119 1.85751 -0.26936 0.5 0.0 0.2
F -3.51251 0.15307 0.04447 0.2 -0.2 0.8
S 0.56025 -0.45160 -0.54115 0.5 -0.2 0.0
I -2.60565 1.47598 2.55347 -0.1 -0.1 0.3
H 2.51957 -1.64731 -1.23960 0.3 -2.9 -2.3
H 2.62260 -1.24707 0.39732 -0.2 0.4 -0.4
H 2.90526 -0.08760 -0.90225 1.0 1.7 -0.2
```
Forces are in eV/Å.


No. 3
C6H11N | the ωB97M-V functional and the def2-TZVPD basis

Results
Frontier orbital gap ... 7.21 eV
Structure (SMILES) ... C=C/C(C)=C(\C)N
HOMO energy ... -0.250 hartree
LUMO ... 0.4 eV

The geometry in XYZ format:
```
18
Properties=species:S:1:pos:R:3:forces:R:3
C 0.57664 -2.26358 -0.73835 1.6 -0.4 -1.5
C -0.03886 -1.09488 -0.61445 -0.2 2.0 -0.5
C 0.56721 0.15154 -0.14426 -1.9 0.4 -0.2
C 2.06174 0.28173 0.00005 -0.2 -3.6 -2.8
C -0.52640 0.90771 0.32904 0.9 1.3 -0.9
C -1.70544 0.20135 0.98944 -2.1 -2.4 -2.0
N -0.70939 2.33398 0.13299 -3.2 -2.3 4.3
H 0.02327 -3.12765 -0.66398 -1.7 -1.9 -0.9
H 1.55593 -2.47929 -1.22880 0.0 0.7 1.8
H -1.06964 -0.80853 -1.10763 1.4 -1.8 2.0
H 2.45157 1.20174 0.07627 1.1 3.7 -0.2
H 2.37016 -0.15548 0.90472 0.1 -1.0 1.4
H 2.70580 -0.33307 -0.80363 -1.7 1.5 1.4
H -2.26241 0.88591 1.68777 0.6 -0.8 -0.6
H -2.49153 -0.10309 0.04408 1.6 1.0 2.8
H -1.46546 -0.90465 1.46722 -0.4 3.3 -1.1
H -0.30056 2.65981 -0.66499 1.0 1.1 -2.3
H -1.74262 2.64645 0.33451 3.1 -0.7 -0.7
```
Forces are in eV/Å.


Number 1: E_tot -4788.5764 hartree, maximum force 6.16 eV/Å. Number 2: E_tot -973.4805 hartree, maximum force 3.69 eV/Å. Number 3: E_tot -289.7855 hartree, maximum force 5.88 eV/Å.